DFT (ωB97M-V/def2-TZVPD) results for a cluster of 3 separate species, C27H54Br2ClN5O12PS2 in total in a non-equilibrium geometry.

Each line ends with the Mulliken charge.
Atoms and positions in Å:
C 4.72 -4.09 0.29  -1.476
S -8.35 5.42 -0.17  1.259
P -0.40 0.92 1.04  0.012
H 8.20 0.81 5.85  0.277
C -3.12 -3.70 0.04  -0.453
O 8.00 4.12 3.27  -0.612
H -2.77 -6.02 1.01  0.360
N -1.04 -2.21 0.20  0.798
O -6.88 4.87 -0.49  -0.305
O 7.50 2.58 5.13  -0.297
H 7.65 0.72 4.19  0.242
N 0.69 2.22 1.14  -0.437
H -5.70 3.24 -0.75  0.107
H -2.36 -1.65 -3.15  0.338
H -1.29 -0.07 2.71  0.350
H 5.81 1.46 -0.30  0.382
H -1.65 -5.16 2.12  0.326
C 3.65 1.23 -0.40  1.208
H 4.70 -4.48 1.32  0.356
H 6.49 5.03 5.48  0.343
H -6.58 4.03 -2.98  0.269
C -1.74 -3.28 -0.53  -0.065
H 5.11 3.90 5.25  0.314
H 2.63 -3.71 0.69  0.220
H 3.15 -1.08 -3.19  0.542
C 1.41 -1.23 -1.81  0.220
C 2.82 0.27 -0.08  -1.570
H -0.35 0.17 -3.39  0.707
H -6.85 -0.02 0.25  0.424
H -0.91 0.67 -1.80  0.132
H 1.82 -5.10 -0.79  0.304
H 10.17 0.63 4.40  0.391
Cl 1.51 -3.95 -5.78  -0.201
H -8.18 3.48 -2.51  0.366
S 6.93 3.38 3.87  1.119
H 10.13 2.26 5.11  0.272
H -3.26 -0.95 -0.88  -0.419
H 1.23 0.99 -1.19  1.470
H -3.09 -1.97 1.81  0.233
H -2.18 -3.06 2.86  0.346
C 3.08 -2.85 -1.25  -0.702
H 1.93 0.17 -3.31  0.402
C 1.43 -1.60 -4.40  -1.010
H 9.65 2.02 3.44  0.291
C -6.20 -0.40 -0.56  -0.064
H 0.97 2.57 0.23  0.178
H -2.56 0.00 -3.73  0.450
C -3.16 -2.93 2.35  -0.905
Br 3.31 2.39 -1.92  -0.122
C -7.86 6.91 0.64  -0.939
O -6.17 -1.55 -0.78  -0.410
O -3.99 -3.77 -0.73  -0.390
H 5.25 -4.85 -0.30  0.391
H -7.32 6.66 1.54  0.313
C -3.24 -0.20 -1.69  0.939
H 5.01 1.04 1.30  0.395
C -2.71 -5.28 1.82  -0.972
H 0.53 -1.11 -4.79  0.348
H -1.05 -2.10 1.21  0.231
O 1.69 -2.49 -1.23  -0.080
H -6.88 2.30 -2.68  0.346
C 1.10 -3.11 -4.22  0.233
C 9.62 1.58 4.44  -1.003
H 0.03 -3.27 -4.06  0.135
H 5.45 5.17 4.04  0.367
H -7.24 7.49 -0.04  0.318
N -3.37 -4.04 1.41  0.193
O -5.55 0.56 -1.25  -0.077
C -0.81 -0.20 -2.47  -0.426
C -0.30 -1.36 -0.41  -1.403
H 5.27 -3.15 0.25  0.325
C 1.52 0.00 -0.84  -0.554
H -1.06 -4.15 -0.57  0.638
C -7.12 3.32 -2.35  -1.027
H -5.05 -0.80 -2.81  0.361
H -2.94 0.75 -1.22  0.076
H 4.86 2.64 0.59  0.358
C -4.66 0.05 -2.25  -1.071
O 6.12 2.49 3.08  -0.526
N -0.07 -1.31 -1.84  1.126
Br 3.16 -0.87 1.45  -0.098
H 1.68 -3.62 -3.45  -0.145
H 3.77 -2.01 -1.08  0.461
H -7.34 2.85 -0.25  0.313
O -8.99 5.75 -1.40  -0.606
H -3.94 -2.87 3.12  0.352
H -8.77 7.47 0.88  0.377
C -2.28 -0.59 -2.84  -1.349
O -8.97 4.55 0.79  -0.639
C 5.89 4.48 4.76  -0.966
C 2.07 -0.91 -3.16  -1.197
H 3.38 -3.33 -2.20  0.396
C 3.27 -3.94 -0.17  0.233
H -1.89 -2.97 -1.56  -0.018
H 2.17 -1.55 -5.21  0.730
C 8.20 1.34 4.90  -0.243
C 4.93 1.56 0.35  -1.541
O -0.43 0.37 2.61  -0.567
H -3.29 -5.73 2.64  0.354
H -4.53 0.87 -2.98  0.457
H 0.35 2.95 1.76  0.310
N 0.44 -0.36 0.13  0.633
O 2.77 -5.18 -0.68  -0.651
C -6.75 3.50 -0.89  -0.183

Computed properties:
- multiplicity = 1
- charge = +1
- electronic energy (a.u.) = -8983.50206